No. 1
{"formula": "C18H67HfN3O21S", "method": "ωB97M-V/def2-TZVPD", "elements": ["Hf", "S", "O", "O", "O", "O", "C", "O", "C", "C", "N", "C", "C", "O", "C", "H", "H", "H", "H", "H", "H", "H", "H", "H", "H", "H", "H", "H", "H", "H", "C", "O", "C", "C", "N", "C", "C", "O", "C", "H", "H", "H", "H", "H", "H", "H", "H", "H", "H", "H", "H", "H", "H", "H", "C", "O", "C", "C", "N", "C", "C", "O", "C", "H", "H", "H", "H", "H", "H", "H", "H", "H", "H", "H", "H", "H", "H", "H", "O", "H", "H", "O", "H", "H", "O", "H", "H", "O", "H", "H", "O", "H", "H", "O", "H", "H", "O", "H", "H", "O", "H", "H", "O", "H", "H", "O", "H", "H", "O", "H", "H"], "coordinates": [[-3.12650, -0.06723, 2.56246], [-0.65898, 0.51920, 0.94094], [-2.08750, 1.05975, 0.85790], [-1.01593, -0.46074, 2.07367], [-0.33519, -0.22626, -0.25706], [0.34743, 1.45487, 1.32838], [5.60374, -0.41542, 1.70516], [5.10834, -0.95319, 2.93712], [3.94544, -0.36166, 3.40304], [2.70926, -0.90329, 2.71920], [2.52758, -2.33270, 3.07561], [1.35681, -2.88707, 2.42767], [1.38945, -4.38931, 2.63761], [2.37941, -4.86827, 1.78966], [2.57508, -6.28478, 1.87901], [6.17196, 0.50014, 1.89561], [4.80098, -0.22654, 0.98525], [6.25845, -1.16402, 1.26240], [3.94211, 0.74391, 3.34001], [3.86807, -0.57479, 4.47448], [2.78876, -0.76978, 1.62508], [1.81291, -0.35723, 3.06030], [3.33046, -2.75942, 2.60182], [1.38940, -2.76743, 1.32868], [0.47846, -2.42327, 2.87927], [0.40493, -4.82971, 2.39175], [1.59748, -4.59902, 3.69527], [3.20600, -6.52334, 2.74403], [3.15893, -6.55978, 1.00404], [1.61662, -6.79695, 1.94697], [-0.46560, 3.27249, -1.56164], [-1.55226, 3.53186, -2.40524], [-2.31840, 4.63099, -1.99628], [-3.45103, 4.77860, -2.95419], [-4.10650, 3.46044, -3.11503], [-5.34819, 3.48715, -3.92195], [-6.43657, 4.37696, -3.36894], [-6.20572, 5.70886, -3.69887], [-7.30856, 6.53914, -3.40840], [0.01521, 2.34937, -1.88688], [-0.76718, 3.23155, -0.50369], [0.30422, 4.05500, -1.65146], [-1.74710, 5.57048, -2.01814], [-2.71061, 4.49166, -0.97608], [-3.02630, 5.04824, -3.93159], [-4.16323, 5.52900, -2.64145], [-3.40996, 2.88144, -3.57028], [-5.75455, 2.47947, -4.01247], [-5.10388, 3.85183, -4.93196], [-6.51168, 4.20182, -2.27726], [-7.37705, 3.99511, -3.79418], [-7.46593, 6.62622, -2.32680], [-8.21749, 6.17744, -3.89911], [-7.09219, 7.53161, -3.79628], [0.14620, -2.23982, -3.39971], [1.27862, -2.62289, -4.08095], [2.25768, -3.24523, -3.27700], [2.80819, -2.41328, -2.14471], [3.74075, -3.17498, -1.30843], [4.19220, -2.32847, -0.20952], [5.06864, -3.04174, 0.77115], [6.42609, -2.80527, 0.42174], [7.29458, -3.63608, 1.12444], [-0.55062, -1.81568, -4.12612], [0.39749, -1.43353, -2.69996], [-0.35015, -3.10679, -2.94779], [3.05819, -3.52373, -3.97126], [1.94580, -4.23119, -2.87539], [1.97714, -2.04260, -1.53584], [3.26600, -1.50680, -2.57343], [4.57382, -3.32241, -1.87898], [3.36352, -1.80722, 0.28343], [4.78265, -1.47082, -0.59105], [4.88026, -4.12731, 0.72804], [4.88275, -2.74968, 1.81918], [7.24766, -3.48135, 2.21715], [8.32036, -3.41777, 0.83766], [7.07601, -4.69787, 0.93975], [-2.84568, -2.25284, 1.83264], [-2.09479, -2.45146, 1.09336], [-3.51271, -2.94701, 1.71183], [-4.29972, 2.45576, -0.59843], [-3.39339, 2.11328, -0.54060], [-4.35371, 2.81779, -1.56722], [-2.35207, 0.40047, -2.00751], [-2.14518, 0.76636, -2.87694], [-1.50929, 0.13316, -1.60376], [-3.95118, -0.45280, 0.19785], [-4.67082, -0.91059, -0.25856], [-3.36876, -0.09094, -0.53481], [-4.81370, 1.31902, 1.76236], [-4.74483, 1.77045, 0.82917], [-5.72327, 1.47065, 2.06902], [2.00417, 0.59434, -1.62749], [2.34992, 1.12911, -0.89278], [1.10440, 0.34382, -1.37889], [-1.79079, 0.35400, 4.38704], [-1.52074, -0.17835, 5.15579], [-1.14963, 1.14382, 4.32425], [2.99715, 1.80816, 0.58241], [2.18894, 1.77062, 1.11704], [3.60114, 2.42670, 1.00854], [-2.77519, 2.31059, 3.03510], [-3.28670, 3.12590, 2.92229], [-1.84721, 2.59536, 3.21401], [-1.08693, -2.78021, -0.13431], [-0.43520, -3.49268, -0.22703], [-0.59745, -1.93043, -0.19874], [-0.16769, 2.37610, 3.79165], [0.19928, 2.27755, 2.87943], [0.58438, 2.64347, 4.34372]], "atomic_forces_ev_per_a": [[4.49, 2.14, -5.29], [-1.25, -1.63, -0.25], [-0.56, 0.51, 0.62], [-0.81, -0.10, 0.95], [-0.11, 0.37, 0.47], [-0.36, 0.58, 0.35], [0.13, 0.30, 0.29], [0.46, 0.15, -0.20], [-0.65, 0.67, 0.64], [-0.53, -0.50, 0.22], [0.72, 1.07, -0.98], [0.41, -0.59, 0.17], [-0.78, 0.30, 0.32], [0.24, -0.65, -0.26], [0.68, 0.72, 0.18], [-0.16, 0.09, 0.03], [0.06, 0.24, 0.28], [0.02, 0.51, 0.28], [0.29, -0.15, -0.29], [0.08, -0.18, -0.09], [-0.17, 0.17, 0.33], [0.16, 0.03, -0.01], [-0.27, -0.32, 0.63], [-0.30, 0.41, 0.08], [-0.20, -0.08, -0.21], [0.11, -0.06, -0.01], [0.05, -0.09, -0.04], [-0.31, -0.01, 0.12], [-0.31, -0.16, -0.16], [0.01, -0.19, -0.16], [0.73, 0.33, -0.05], [-0.01, -0.34, 0.01], [-0.06, 0.77, 0.43], [0.00, -0.72, -1.07], [-0.75, 0.02, 0.74], [0.72, 0.42, -0.54], [-0.16, -0.96, 0.31], [0.05, 0.13, -0.07], [-0.11, 0.35, 0.04], [-0.12, -0.05, 0.12], [-0.07, -0.14, -0.10], [-0.18, -0.04, 0.07], [0.18, -0.20, 0.13], [0.20, -0.11, -0.02], [-0.21, 0.36, 0.11], [-0.07, 0.11, 0.06], [-0.19, -0.15, -0.02], [0.22, -0.08, 0.09], [-0.21, -0.14, 0.06], [0.00, 0.31, -0.07], [-0.05, 0.35, -0.04], [-0.10, -0.11, -0.05], [0.00, -0.08, 0.11], [0.10, -0.03, -0.03], [-0.60, 0.43, -0.19], [0.81, -0.25, -0.35], [0.64, -1.27, -0.28], [0.06, 0.54, -0.31], [-0.28, 0.44, -0.24], [0.26, 1.03, -0.41], [0.15, -1.20, 0.39], [-0.28, -0.27, -0.49], [0.56, -0.59, 0.81], [0.03, -0.06, -0.05], [-0.34, -0.18, 0.38], [-0.02, 0.14, 0.42], [0.00, 0.26, 0.04], [-0.48, 0.38, -0.02], [0.19, -0.16, 0.27], [-0.07, -0.06, 0.16], [-0.16, -0.34, 0.09], [-0.24, -0.69, -0.21], [-0.11, -0.33, -0.07], [-0.08, 0.20, -0.12], [0.35, 0.00, -0.50], [-0.21, 0.08, -0.19], [-0.05, 0.01, -0.26], [0.07, 0.13, -0.07], [0.17, 0.56, 0.41], [-0.30, 0.01, 0.49], [0.06, 0.10, 0.06], [0.14, -0.43, 0.74], [-0.05, 0.21, -0.34], [-0.01, 0.02, 0.03], [-0.03, -0.20, 0.35], [-0.09, -0.02, 0.16], [-0.08, 0.10, -0.45], [0.58, -0.16, -0.45], [0.03, 0.00, 0.19], [-0.52, -0.20, 0.38], [-0.14, -0.32, 0.76], [0.26, -0.13, -0.26], [0.23, -0.01, 0.03], [-0.38, 0.06, -0.17], [0.07, -0.12, -0.26], [0.56, 0.11, -0.02], [-0.92, -0.26, 0.35], [-0.09, -0.01, -0.28], [-0.06, -0.49, -0.24], [-0.13, 0.17, 0.51], [0.50, 0.09, -0.18], [0.00, -0.06, -0.12], [0.35, -0.26, 0.59], [-0.19, -0.37, -0.22], [-0.45, 0.06, 0.11], [-0.38, 0.39, 0.63], [-0.17, 0.11, 0.16], [-0.05, -0.54, -0.23], [0.29, -0.03, -0.14], [-0.10, -0.28, 0.31], [-0.33, 0.10, 0.07]], "lowdin_charge": [2.194, 0.447, -0.413, -0.417, -0.294, -0.251, -0.066, -0.174, -0.245, -0.213, -0.021, -0.230, -0.258, -0.202, -0.064, 0.104, 0.067, 0.075, 0.118, 0.129, 0.089, 0.104, 0.083, 0.112, 0.100, 0.118, 0.133, 0.096, 0.092, 0.086, -0.094, -0.186, -0.241, -0.159, -0.077, -0.163, -0.259, -0.194, -0.089, 0.078, 0.077, 0.111, 0.140, 0.117, 0.142, 0.122, 0.112, 0.122, 0.136, 0.130, 0.130, 0.092, 0.094, 0.094, -0.138, -0.155, -0.218, -0.235, -0.025, -0.216, -0.234, -0.217, -0.107, 0.096, 0.059, 0.092, 0.132, 0.128, 0.083, 0.129, 0.128, 0.085, 0.131, 0.127, 0.098, 0.100, 0.095, 0.095, -0.166, 0.092, 0.106, -0.101, 0.004, 0.056, -0.036, 0.081, 0.011, -0.128, 0.113, 0.053, -0.155, 0.070, 0.117, -0.057, -0.008, -0.027, -0.125, 0.130, 0.064, -0.041, 0.008, 0.078, -0.103, 0.120, 0.054, -0.028, 0.095, 0.018, -0.036, 0.054, 0.122], "charge": 2, "energy_ev": -79347.4879, "homo_ev": -12.15, "e_lumo_ha": -0.3293, "gap_ev": 3.19}

No. 2
{"formula": "C18H7F11N4O5PtS2Se", "method": "ωB97M-V/def2-TZVPD", "elements": ["Pt", "O", "C", "C", "C", "C", "C", "C", "C", "N", "C", "C", "N", "H", "H", "H", "H", "H", "H", "H", "F", "C", "F", "F", "S", "O", "O", "N", "S", "O", "O", "C", "F", "F", "F", "F", "C", "C", "C", "F", "C", "F", "C", "F", "C", "F", "Se", "C", "N"], "coordinates": [[-0.43899, -0.52034, -0.25089], [1.33437, 0.68383, 0.08032], [1.78822, 1.83581, -0.21550], [2.80042, 2.39220, 0.61784], [3.38981, 3.59595, 0.35636], [3.02503, 4.33654, -0.76853], [2.03169, 3.84991, -1.58309], [1.38088, 2.63217, -1.33593], [0.30730, 2.20974, -2.19513], [-0.30563, 1.03617, -2.22957], [-1.24459, 1.09937, -3.21281], [-1.21697, 2.32604, -3.79857], [-0.23247, 3.02782, -3.15338], [3.07011, 1.81140, 1.48491], [4.14688, 3.98085, 1.02652], [3.51256, 5.27886, -0.98606], [1.76354, 4.43598, -2.45455], [-1.87121, 0.25751, -3.43539], [-1.79030, 2.75075, -4.59823], [0.00266, 3.99248, -3.31341], [3.09726, -1.06474, -0.02963], [2.75365, -1.60894, 1.13842], [3.90602, -1.70220, 1.82987], [2.38403, -2.85959, 0.86995], [1.62457, -0.76258, 2.42813], [0.25786, -0.54203, 2.04299], [2.38428, 0.36448, 2.85528], [1.71121, -2.01706, 3.39020], [1.64341, -1.82277, 4.93457], [1.77754, -3.07963, 5.61334], [2.38429, -0.72472, 5.48227], [-0.14133, -1.32035, 5.30120], [-0.36155, -1.42364, 6.62944], [-0.36401, -0.04216, 4.98408], [-1.06480, -2.07122, 4.70611], [-3.63877, 0.21761, -0.11260], [-3.41653, -0.74396, -1.03603], [-2.11443, -1.19563, -1.24956], [-1.99271, -2.15493, -2.26071], [-0.76742, -2.63143, -2.56409], [-3.06178, -2.63191, -3.00364], [-2.88126, -3.52440, -4.00280], [-4.33935, -2.15007, -2.74838], [-5.39692, -2.58692, -3.47052], [-4.51387, -1.19613, -1.75627], [-5.75177, -0.69753, -1.53147], [-0.44639, -3.08612, 0.89644], [-2.04652, -3.74091, 0.43590], [-3.07803, -4.21356, 0.19260]], "atomic_forces_ev_per_a": [[-2.23, -1.06, -3.64], [0.04, 0.09, 0.20], [-0.03, 0.09, -0.21], [0.18, 0.06, 0.12], [0.01, -0.11, 0.04], [0.02, 0.35, -0.19], [-0.02, 0.00, 0.00], [0.32, 0.00, 0.50], [-0.15, 0.10, -0.24], [0.17, -0.27, 1.40], [-0.30, 0.18, -0.41], [-0.25, -0.31, -0.18], [0.19, -0.12, 0.22], [0.02, 0.00, 0.03], [0.09, -0.01, 0.08], [-0.04, 0.02, -0.06], [-0.02, 0.03, -0.08], [-0.13, -0.05, -0.05], [-0.09, 0.03, -0.11], [0.03, -0.21, 0.11], [-0.48, 0.28, 0.35], [0.94, -0.44, -0.07], [0.34, 0.08, 0.16], [-0.34, -0.06, 0.03], [0.11, 0.08, 0.02], [0.51, 0.05, 0.90], [0.35, 0.43, 0.06], [-0.11, -0.08, 0.33], [-0.49, 0.01, 0.78], [-0.12, -0.34, -0.27], [0.06, 0.25, -0.04], [0.11, -0.02, 0.26], [0.18, -0.07, 0.11], [0.08, 0.02, -0.23], [0.22, -0.07, -0.22], [-0.11, -0.19, -0.09], [0.50, 0.17, 0.10], [0.70, -0.33, 0.71], [0.29, 0.28, 0.21], [-0.34, -0.05, -0.09], [-0.13, 0.13, -0.11], [-0.02, 0.14, 0.28], [0.08, 0.01, 0.07], [0.29, 0.12, 0.18], [-0.04, -0.04, -0.14], [0.28, -0.12, 0.00], [0.44, 1.42, -0.47], [-1.20, -0.47, -0.28], [0.08, 0.03, -0.04]], "nbo_charge": [0.800, -0.803, 0.428, -0.246, -0.213, -0.317, -0.168, -0.253, 0.395, -0.487, -0.081, -0.123, -0.533, 0.244, 0.193, 0.188, 0.166, 0.221, 0.202, 0.410, -0.307, 0.747, -0.338, -0.317, 2.267, -0.949, -0.937, -1.226, 2.267, -0.955, -0.948, 0.703, -0.343, -0.323, -0.313, -0.323, 0.337, -0.304, 0.300, -0.312, 0.252, -0.312, 0.259, -0.314, 0.236, -0.315, -0.075, 0.007, -0.486], "charge": -2, "energy_ev": -155132.6494, "homo_ev": -2.49, "e_above_lowest_ev": 3.232, "e_lumo_ha": 0.1465, "gap_ev": 6.48}

Computed molecular weight, in the same sequence as the records: 872.29, 906.43 g mol⁻¹.